76
Properties=species:S:1:pos:R:3:forces:R:3:mulliken_spin:R:1 method="wB97M-V/def2-TZVPD" e_lumo_ev="-4.383 / -10.237" e_homo_ev="-12.6 / -12.6" e_above_lowest_kj_mol=0.0 multiplicity=2 charge=+1 orbital_gap_ev="8.3 / 2.4" total_energy_ha=-11509.64284
C -5.67817 2.70667 -2.08111 0.8463 1.0224 1.1750 0.000
C -5.24631 3.78326 -0.99541 -0.1296 -0.8840 -0.9608 0.000
C -4.77022 3.18051 0.32197 0.4867 -0.1385 0.1993 0.000
C -3.56275 2.32868 0.20381 0.9820 -0.4998 -0.3661 0.000
N -2.60584 1.68288 0.06820 -1.3439 0.9013 0.2213 0.000
H -4.81901 2.12914 -2.42230 0.2674 0.1632 0.0484 0.000
H -6.07689 3.22665 -2.95217 -0.3871 -0.3043 0.1536 0.000
H -6.32987 1.96547 -1.61850 -0.4914 0.2743 -0.2737 0.000
H -6.04520 4.47797 -0.73607 -0.3128 -0.2636 -0.1697 0.000
H -4.46111 4.42993 -1.38705 0.1410 -0.1401 -0.1470 0.000
H -5.53670 2.58799 0.82149 -0.1098 -0.0244 -0.0942 0.000
H -4.53155 4.01267 0.98428 0.1444 -0.1383 0.2249 0.000
C -0.53566 -4.60676 2.67667 -0.9036 -0.1841 1.7641 0.000
C 0.43234 -5.74252 3.02612 0.2729 -0.8300 -1.8161 0.000
C -0.05940 -6.89636 3.94513 -1.1532 0.9229 -0.4595 0.000
C -1.15313 -7.72355 3.34969 0.5860 0.5166 0.3650 0.000
N -2.01515 -8.35533 2.92881 0.1449 0.0934 -0.0488 0.000
H -0.34647 -3.93197 1.84185 0.7190 -0.3366 0.0917 0.000
H -0.63493 -4.02139 3.59078 -0.1843 0.5141 -0.0916 0.000
H -1.53874 -4.99317 2.49606 -0.0503 -0.2560 -0.0835 0.000
H 1.37750 -5.38744 3.43684 -0.0661 0.1491 -0.0732 0.000
H 0.62160 -6.18617 2.04865 0.6691 -0.3148 0.0234 0.000
H -0.48944 -6.36781 4.79590 -0.0421 -0.4693 0.4571 0.000
H 0.74348 -7.55596 4.27436 -0.0050 0.1794 -0.0942 0.000
C -3.56933 -1.73219 -0.26627 -0.4885 -1.0131 0.9608 0.000
C -4.39238 -1.28205 -1.43560 -0.1870 1.7220 0.6901 0.000
C -5.17337 -2.21569 -2.29594 0.3127 -1.0289 -1.1395 0.000
C -6.25835 -2.97359 -1.69135 -4.9724 -3.2409 3.3331 0.000
N -7.17525 -3.58225 -1.18763 4.9415 3.2636 -2.7338 0.000
H -4.18623 -2.23273 0.48006 -0.1297 -0.2585 -0.0018 0.000
H -3.14334 -0.89536 0.28722 0.2109 0.1105 -0.4009 0.000
H -2.79739 -2.44697 -0.55140 0.1533 0.1211 -0.0448 0.000
H -3.70458 -0.67016 -2.01922 -0.2994 -0.0227 -0.6479 0.000
H -5.18929 -0.61053 -1.11608 0.3178 0.5484 0.5223 0.000
H -4.52105 -2.94391 -2.77791 0.0085 -0.0982 -0.2531 0.000
H -5.64957 -1.61111 -3.06784 0.1083 -0.0889 -0.2743 0.000
C 2.64207 2.03128 4.40179 -1.0626 -0.2726 -0.1470 0.000
C 1.83069 1.75817 3.08436 0.1040 -0.0747 0.5818 0.000
C 0.37549 1.26071 3.32977 0.7402 -0.1825 0.3842 0.000
C -0.44493 2.23587 4.07145 -0.4797 0.1432 0.7802 0.000
N -1.08016 2.95351 4.72209 0.7343 -0.6739 -0.8887 0.000
H 2.00600 2.62405 5.05917 0.2988 0.3598 0.0549 0.000
H 3.63721 2.46673 4.31143 -0.2925 0.3890 -0.5135 0.000
H 2.84090 1.12183 4.96878 -0.2936 -0.3774 -0.2303 0.000
H 2.35340 0.96135 2.55526 -0.0802 0.0806 -0.3825 0.000
H 1.71061 2.63276 2.44500 0.5878 0.1533 0.0382 0.000
H 0.47517 0.32293 3.87633 -0.3919 0.0899 0.4625 0.000
H -0.14588 0.96755 2.41855 0.0948 0.3513 -0.2076 0.000
C 4.69079 3.77316 -1.71882 0.2527 0.2889 1.1927 0.024
C 4.79066 3.20610 -0.28323 -0.6093 0.4754 -1.4208 -0.001
C 5.91864 2.25362 -0.15500 0.7600 -1.0527 0.9145 0.006
C 7.24846 2.79430 -0.09698 0.5737 0.8205 -0.1632 0.000
N 8.31176 3.21648 -0.14056 0.3404 0.1163 0.0833 0.001
H 4.85413 2.99629 -2.46574 -0.3442 -0.1045 -0.0513 -0.013
H 5.50262 4.49067 -1.83807 -0.1504 0.1998 -0.2278 0.000
H 3.71848 4.26049 -1.79106 0.1552 0.0459 -0.5328 0.001
H 3.89584 2.62081 -0.07146 -0.2259 0.2988 0.2061 -0.002
H 4.90621 4.03091 0.41992 -0.2512 -0.1343 0.1154 0.000
H 6.01163 1.56137 -0.99181 -0.6086 -0.4073 0.0208 -0.002
H 5.77863 1.72654 0.78876 0.0862 -0.5293 -0.1187 -0.001
Br 4.09706 2.20597 -5.29980 0.4074 -1.7278 0.2891 0.527
C 4.27319 0.25018 -5.75003 -0.9728 -0.8902 0.1363 -0.019
C 3.55776 -0.60348 -4.68480 0.0049 0.5929 -0.3011 -0.019
Br 4.52757 -0.32182 -3.02371 -0.0146 0.4320 -0.1619 0.418
H 5.30298 -0.08601 -5.87078 0.1704 0.7270 0.3608 -0.001
H 3.81487 0.09494 -6.72673 -0.2734 0.4127 -0.0159 0.012
H 3.54745 -1.67191 -4.90036 0.5582 -0.0365 -0.1379 0.013
H 2.51462 -0.37752 -4.46365 0.1569 0.5361 -0.2072 -0.002
Br 0.27459 -2.10610 -0.36529 -0.0050 1.2998 -0.1431 0.004
C 0.03890 -0.16504 -0.84327 0.1720 -0.2360 -0.4181 0.002
C 1.33609 0.33063 -1.48203 -0.1390 -0.1706 0.8979 -0.003
Br 1.11958 2.23632 -1.92287 0.1661 -0.5542 -0.2732 0.049
H -0.21054 0.47440 0.00349 0.0831 -0.5664 0.2815 -0.001
H -0.83336 -0.12334 -1.49558 0.2596 -0.1319 -0.1133 -0.001
H 1.70020 -0.27372 -2.31287 -0.4771 0.3345 -0.2178 0.005
H 2.13235 0.32218 -0.73772 -0.0914 0.0077 0.0181 0.003

---

16
Properties=species:S:1:pos:R:3:forces:R:3:mulliken_charge:R:1 method="wB97M-V/def2-TZVPD" e_lumo_ev=1.159 smiles=CCOC1CC1 e_homo_ev=-9.3 e_above_lowest_kj_mol=278.5 multiplicity=1 charge=0 orbital_gap_ev=10.4 total_energy_ha=-271.64653
C 1.25386 0.97011 1.96833 0.9276 -0.6276 0.5702 -1.017
C -0.07691 0.32303 1.51420 0.6169 2.4094 -0.7379 -0.187
O 0.17218 0.41206 0.01204 -0.1338 1.0844 3.1326 -0.276
C -0.77278 -0.13487 -0.75826 -3.1339 -1.0136 -2.5249 0.046
C -0.42990 -1.50310 -1.35170 -1.7932 0.5520 -1.1135 -0.528
C -0.49100 -0.25835 -2.24628 1.0837 0.9976 0.0776 -0.595
H 1.34705 1.99612 1.54626 -0.3271 -0.7436 0.1385 0.274
H 1.32640 1.12605 3.12925 0.1600 -0.8477 -2.1865 0.320
H 2.06868 0.34032 1.42304 -0.9496 1.1291 1.6898 0.269
H -0.20700 -0.76247 1.81702 -0.1621 1.4841 -0.2946 0.290
H -0.87496 1.14356 1.91118 1.0146 -2.5595 -1.3568 0.237
H -1.87745 0.19798 -0.69000 1.7343 -0.8172 0.8358 0.257
H -1.20462 -2.27467 -1.54331 0.6970 0.5537 0.3916 0.226
H 0.56998 -1.83151 -1.14997 0.2062 -0.2383 0.2076 0.251
H 0.42596 0.24372 -2.56216 0.2484 -0.6107 0.2812 0.186
H -1.22950 0.01200 -3.01964 -0.1891 -0.7522 0.8893 0.247

---

10
Properties=species:S:1:pos:R:3:forces:R:3:mulliken_spin:R:1 method="wB97M-V/def2-TZVPD" e_lumo_ev="-1.394 / -1.398" e_homo_ev="-6.3 / -4.2" e_above_lowest_kj_mol=352.5 multiplicity=2 charge=0 orbital_gap_ev="4.9 / 2.8" total_energy_ha=-324.09424
H 0.33441 3.50498 -0.72968 0.0686 -0.3797 0.4604 0.459
O -0.25869 -0.69810 1.18321 0.0143 -0.7538 1.4261 0.076
C -0.50571 -0.67381 -0.18830 -0.1158 0.3121 -0.9295 -0.062
C 0.48894 0.13927 -0.94676 0.1552 0.1533 -0.0163 0.804
H -1.52230 -0.28635 -0.41133 0.3083 -0.0932 0.0900 0.017
H -0.50173 -1.70764 -0.61385 -0.0009 0.0554 0.1919 0.069
H 0.24585 0.55030 -1.92907 0.1063 -0.0546 0.4484 0.008
H 1.54167 0.11716 -0.64431 -0.3788 -0.1044 -0.2087 0.012
Na 0.70094 1.10648 2.02178 -0.1989 0.3919 -0.9160 -0.356
Li -0.52338 -2.05229 2.25830 0.0415 0.4730 -0.5461 -0.027